DFT (ωB97M-V with the def2-TZVPD basis set) results for a single C16H17N5O6S2 molecule.

```
46
Properties=species:S:1:pos:R:3:mulliken_charge:R:1
O -1.251 1.958 -0.317 -0.44
O -4.230 -2.654 -0.040 -0.81
O 2.963 1.144 -0.335 -0.61
N 0.771 -6.779 -0.412 -0.39
N -1.462 -4.825 0.324 -0.40
N -0.020 -0.577 -0.979 -0.38
O 0.456 -6.026 -1.581 -0.33
O 0.907 5.798 1.113 -0.39
O -4.493 -1.228 -2.256 -0.60
S -2.560 -6.444 1.903 -0.18
S -0.121 -0.275 -3.553 -0.20
C -0.258 2.564 -0.283 0.29
C -3.123 -3.190 -0.307 0.27
C 1.729 1.242 -0.390 -0.04
C -0.017 -6.742 0.698 -0.35
C -1.216 -5.920 0.913 0.73
C -0.834 -0.674 -2.046 -0.28
C -3.528 -5.072 1.442 -0.27
C -0.504 3.877 0.195 -0.64
C -2.799 -4.332 0.507 0.26
C 0.669 4.492 0.700 0.32
N 1.033 2.298 0.090 0.11
N -2.196 -2.619 -1.136 -0.09
C -0.096 6.765 1.178 -0.71
C 1.819 3.426 0.728 -0.45
C -3.123 -1.066 -2.773 -0.57
C 1.419 0.263 -2.702 -0.67
C 1.201 -0.008 -1.222 0.32
C -2.173 -1.227 -1.571 0.06
H 1.195 -5.589 -2.026 0.33
H -4.500 -1.484 -1.264 0.39
H 0.202 -7.480 1.364 0.43
H -4.531 -4.769 1.682 0.50
H -1.389 4.377 0.140 0.58
H -1.285 -3.066 -1.062 0.42
H -0.650 6.906 0.256 0.32
H -0.927 6.237 1.770 0.28
H 0.160 7.705 1.657 0.25
H 2.197 3.207 1.776 0.30
H 2.651 3.812 0.054 0.29
H -2.922 -2.015 -3.427 0.27
H -3.031 -0.157 -3.424 0.41
H 1.640 1.318 -2.802 0.41
H 2.257 -0.324 -3.121 0.37
H 1.853 -0.907 -0.895 0.39
H -2.500 -0.602 -0.744 0.47
```

As for the structure (SMILES): COC1=CC(=O)N(C(=O)[C@@H]2CSC([C@@H](CO)NC(=O)c3csc(/C=N\O)n3)=N2)C1. The relative energy (zero: lowest compared OMol25 entry of this formula, charge and spin) is 60.2 kcal/mol.

***

DFT (ωB97M-V with the def2-TZVPD basis set) results for a molecular structure, C45H25Cl4N4O2W.

```
81
Properties=species:S:1:pos:R:3:mulliken_spin:R:1
W 0.080 -0.018 0.284 1.95
Cl -6.410 -6.151 -2.490 0.00
C -5.252 -5.062 -1.823 0.00
C -4.937 -5.131 -0.474 0.00
C -3.983 -4.280 0.054 0.00
C -3.364 -3.347 -0.762 -0.01
C -3.705 -3.268 -2.111 0.00
C -4.640 -4.127 -2.648 0.00
C -2.320 -2.402 -0.304 0.04
C -1.014 -2.854 -0.304 -0.02
C -0.645 -4.194 -0.665 0.01
C 0.697 -4.202 -0.844 0.03
C 1.159 -2.871 -0.577 -0.03
C 2.458 -2.435 -0.759 0.08
C 3.440 -3.335 -1.407 -0.01
C 3.673 -3.105 -2.762 0.00
C 4.544 -3.903 -3.475 0.00
C 5.211 -4.930 -2.822 0.00
Cl 6.311 -5.922 -3.702 0.00
C 5.000 -5.159 -1.468 0.00
C 4.106 -4.370 -0.767 0.00
C 2.860 -1.109 -0.556 -0.01
N 2.021 -0.028 -0.377 -0.06
C 2.858 1.073 -0.323 0.04
C 2.450 2.410 -0.333 0.05
C 3.501 3.408 -0.645 -0.01
C 4.005 4.282 0.307 0.00
C 5.030 5.149 -0.024 0.00
C 5.536 5.165 -1.316 0.00
Cl 6.838 6.216 -1.717 0.00
C 5.006 4.326 -2.286 0.00
C 4.000 3.445 -1.945 0.00
C 1.135 2.842 -0.270 0.00
C 0.737 4.195 -0.524 0.01
C -0.617 4.212 -0.579 0.02
C -1.058 2.869 -0.350 0.00
N 0.021 2.034 -0.125 -0.07
C -2.380 2.458 -0.385 0.04
C -2.772 1.121 -0.263 0.02
C -4.122 0.684 -0.177 0.01
C -4.093 -0.679 -0.146 0.00
C -2.728 -1.069 -0.196 0.04
N -1.912 0.040 -0.251 -0.03
C -3.435 3.422 -0.772 -0.01
C -4.048 4.312 0.097 0.00
C -5.059 5.137 -0.364 0.00
C -5.442 5.087 -1.697 0.00
Cl -6.712 6.100 -2.267 0.00
C -4.811 4.220 -2.579 0.00
C -3.819 3.386 -2.110 0.00
C 4.216 0.661 -0.402 -0.01
C 4.215 -0.695 -0.554 0.02
N 0.111 -2.056 -0.184 -0.10
H -5.439 -5.846 0.157 0.00
H -3.726 -4.330 1.100 0.00
H -3.221 -2.534 -2.737 0.00
H -4.898 -4.072 -3.693 0.00
H -1.340 -5.000 -0.797 0.00
H 1.322 -5.018 -1.154 0.01
H 3.156 -2.297 -3.255 0.00
H 4.716 -3.723 -4.524 0.00
H 5.545 -5.944 -0.971 0.00
H 3.945 -4.547 0.285 0.00
H 3.608 4.270 1.310 0.00
H 5.443 5.809 0.720 0.00
H 5.384 4.358 -3.295 0.00
H 3.589 2.786 -2.694 0.00
H 1.425 5.004 -0.670 0.00
H -1.275 5.033 -0.785 0.00
H -4.976 1.330 -0.140 0.00
H -4.915 -1.365 -0.079 0.00
H -3.746 4.357 1.132 0.00
H -5.552 5.821 0.306 0.00
H -5.096 4.199 -3.618 0.00
H -3.318 2.706 -2.782 0.00
H 5.060 1.317 -0.333 0.00
H 5.050 -1.363 -0.635 0.00
O 1.012 0.567 2.222 -0.02
C 0.047 0.095 2.873 0.04
O -0.874 -0.488 2.253 -0.02
H 0.009 0.184 3.972 0.00
```

The spin multiplicity is 3. The total energy comes out at -109038.969 eV. As for the charge: +1.

***

DFT (ωB97M-V with the def2-TZVPD basis set) results for a gas-phase ion, C8H18N2O2P (charge +1).

```
31
Properties=species:S:1:pos:R:3:mulliken_charge:R:1
C -3.852 1.321 -0.587 -0.57
C 1.033 -0.028 -0.990 -1.12
C 0.524 0.473 1.246 -1.04
C 1.811 1.259 -1.174 -0.86
C 1.125 1.816 1.211 -1.20
C -0.205 0.125 -0.079 1.32
C -0.140 -3.610 0.718 -0.77
C -0.828 -1.293 0.046 -0.69
N -1.045 1.232 -0.481 -0.76
N 2.251 1.793 0.187 -0.07
O -1.288 -1.509 -1.315 -0.56
O 0.189 -2.244 0.476 -0.36
P -2.747 1.345 0.656 0.15
H -4.849 1.349 -0.429 0.34
H -3.712 1.179 -1.587 0.30
H 0.633 -0.366 -1.914 0.58
H 1.728 -0.864 -0.598 0.26
H 1.258 -0.230 1.458 0.44
H -0.239 0.382 2.027 0.57
H 2.626 1.092 -1.872 0.46
H 1.393 2.156 -1.548 0.41
H 0.289 2.438 0.985 0.44
H 1.475 2.024 2.123 0.62
H 0.743 -4.014 0.937 0.31
H -0.376 -3.939 -0.278 0.35
H -0.947 -3.633 1.593 0.23
H -1.528 -1.459 0.865 0.80
H -1.425 1.213 -1.409 0.37
H 2.907 1.264 0.695 0.37
H 2.740 2.610 -0.114 0.32
H -2.098 -1.953 -1.147 0.35
```

As for the structure (SMILES): C=PNC1([C@@H](O)OC)CC[NH2+]CC1. The relative energy (zero: lowest compared OMol25 entry of this formula, charge and spin) is 92.8 kcal/mol. As for the charge: +1.